# C28H42O21

A 7-piece molecular cluster, C28H42O21 overall in a non-equilibrium geometry (ωB97M-V/def2-TZVPD, the OMol25 dataset).

Geometry as XYZ:
```
91
Properties=species:S:1:pos:R:3:mulliken_charge:R:1
C -13.61 -4.76 1.57 -1.28
C -12.21 -5.46 1.28 0.31
C -12.21 -6.78 0.47 -0.40
O -11.21 -6.57 -0.55 -0.32
C -10.69 -5.33 -0.41 0.65
O -9.75 -4.86 -0.96 -0.53
O -11.41 -4.59 0.44 -0.35
H -13.42 -3.92 2.24 0.35
H -14.36 -5.43 1.98 0.35
H -13.99 -4.23 0.70 0.35
H -11.53 -5.57 2.12 0.29
H -13.16 -6.93 -0.05 0.28
H -12.11 -7.70 1.04 0.29
C -7.92 5.30 4.35 -1.44
C -9.21 5.66 4.96 0.42
C -9.24 5.73 6.56 -0.38
O -9.72 7.01 6.86 -0.30
C -9.96 7.71 5.74 0.65
O -10.26 8.93 5.74 -0.57
O -9.57 7.02 4.62 -0.36
H -7.95 5.59 3.30 0.36
H -7.85 4.21 4.38 0.37
H -7.06 5.85 4.74 0.37
H -10.04 5.11 4.53 0.29
H -8.24 5.47 6.92 0.31
H -9.92 4.96 6.92 0.28
C -1.84 -3.63 -1.86 -1.30
C -2.44 -2.17 -1.64 0.32
C -2.80 -1.83 -0.22 -0.38
O -1.83 -0.91 0.15 -0.35
C -1.07 -0.54 -0.88 0.68
O -0.04 0.04 -0.77 -0.52
O -1.39 -1.25 -1.95 -0.36
H -1.10 -3.89 -1.11 0.33
H -1.50 -3.81 -2.88 0.34
H -2.60 -4.40 -1.71 0.38
H -3.26 -1.99 -2.34 0.32
H -2.59 -2.57 0.55 0.26
H -3.87 -1.62 -0.15 0.29
C 3.52 -5.37 -8.75 -1.23
C 3.03 -3.90 -8.40 0.17
C 3.56 -2.68 -9.21 -0.29
O 2.36 -2.27 -9.86 -0.31
C 1.27 -3.02 -9.48 0.66
O 0.06 -2.91 -9.82 -0.57
O 1.65 -3.98 -8.60 -0.33
H 3.46 -5.44 -9.84 0.32
H 3.02 -6.20 -8.26 0.34
H 4.58 -5.41 -8.50 0.35
H 3.06 -3.63 -7.34 0.34
H 4.34 -2.93 -9.94 0.28
H 4.01 -2.04 -8.45 0.27
C 6.42 7.38 6.60 -1.47
C 5.40 6.27 6.88 0.50
C 4.02 6.54 6.34 -0.44
O 4.05 5.87 5.08 -0.30
C 5.05 4.91 5.16 0.65
O 5.20 3.88 4.42 -0.58
O 5.78 5.06 6.29 -0.34
H 6.41 8.23 7.29 0.40
H 6.24 7.92 5.67 0.36
H 7.46 7.05 6.67 0.35
H 5.51 6.06 7.95 0.31
H 3.97 7.61 6.14 0.27
H 3.07 6.20 6.75 0.28
C 7.12 4.30 -3.98 -1.41
C 8.28 5.36 -4.11 0.41
C 9.73 5.00 -4.49 -0.26
O 9.98 5.74 -5.72 -0.34
C 8.96 6.60 -5.93 0.64
O 8.98 7.47 -6.72 -0.50
O 7.94 6.35 -5.07 -0.37
H 7.40 3.66 -3.15 0.38
H 7.00 3.50 -4.71 0.36
H 6.14 4.76 -3.83 0.34
H 8.26 5.82 -3.12 0.19
H 9.71 3.94 -4.72 0.29
H 10.37 5.33 -3.68 0.27
C 5.50 -6.86 1.28 -1.32
C 6.85 -6.24 1.86 0.32
C 6.68 -4.87 2.47 -0.38
O 7.57 -4.90 3.56 -0.31
C 7.91 -6.16 3.85 0.65
O 8.66 -6.54 4.72 -0.54
O 7.27 -7.02 3.02 -0.35
H 4.76 -6.84 2.08 0.40
H 5.82 -7.90 1.19 0.33
H 5.30 -6.52 0.27 0.36
H 7.60 -6.23 1.06 0.28
H 5.59 -4.78 2.53 0.29
H 7.06 -4.07 1.84 0.28
```

For the HOMO energy, the calculation gives -10.76 eV. For the gap between HOMO and LUMO, the calculation gives 11.26 eV. As for the SMILES: C[C@H]1COC(=O)O1.C[C@H]1COC(=O)O1.C[C@H]1COC(=O)O1.C[C@H]1COC(=O)O1.C[C@H]1COC(=O)O1.C[C@H]1COC(=O)O1.C[C@H]1COC(=O)O1. Its LUMO energy is 0.50 eV.

---

# C28H43BrIrN2P2S

C28H43BrIrN2P2S as an isolated structure in a non-equilibrium geometry (ωB97M-V/def2-TZVPD, the OMol25 dataset).

Geometry as XYZ:
```
78
Properties=species:S:1:pos:R:3:mulliken_charge:R:1
N 2.73 8.76 0.01 0.10
C 3.67 7.83 0.15 -0.43
C 3.36 6.48 0.37 -0.45
C 2.01 6.06 0.41 0.28
C 1.03 7.07 0.23 -0.25
C 1.44 8.40 0.05 -0.54
C 1.67 4.65 0.49 -0.10
Ir -0.07 1.67 -0.01 0.03
P -2.67 -2.08 -2.61 0.24
C 0.56 4.11 -0.15 -0.78
C 0.76 3.10 -1.19 1.01
C -0.40 2.64 -1.90 -1.13
C -0.17 1.83 -3.07 -0.33
C 1.08 1.24 -3.28 -0.11
C 2.18 1.57 -2.45 -0.88
C 2.01 2.40 -1.35 -0.51
Br 1.36 -0.11 -4.48 0.11
H 2.44 3.98 0.91 0.70
H -0.38 4.69 -0.17 0.22
H 4.18 5.76 0.46 0.43
H -0.03 6.85 0.21 0.48
H 4.72 8.16 0.08 0.42
H 0.70 9.20 -0.07 0.42
H -1.31 3.25 -1.85 0.74
H 2.80 2.59 -0.64 0.76
H -0.96 1.73 -3.81 0.89
H 3.17 1.17 -2.70 0.52
P -1.88 1.56 1.17 1.91
C -1.37 -1.62 -3.81 0.58
C -1.71 -1.91 -5.27 -1.32
H -0.47 -2.18 -3.48 0.72
H -1.19 -0.55 -3.64 -0.88
H -0.81 -1.72 -5.88 0.34
H -2.02 -2.95 -5.42 0.40
H -2.51 -1.27 -5.65 0.36
C -3.66 -0.55 -2.47 0.52
C -5.00 -0.69 -3.22 -1.38
H -3.05 0.27 -2.88 0.05
H -3.84 -0.38 -1.39 -0.06
H -5.49 0.30 -3.27 0.40
H -4.85 -1.06 -4.24 0.34
H -5.67 -1.39 -2.70 0.39
C -1.80 -2.40 -1.04 0.88
C -1.86 -3.90 -0.73 -1.45
H -2.29 -1.81 -0.25 -0.48
H -0.76 -2.06 -1.15 0.14
H -1.76 -4.10 0.34 0.38
H -2.82 -4.32 -1.07 0.44
H -1.07 -4.45 -1.26 0.38
C -2.39 0.00 2.03 -0.13
C -2.49 0.02 3.56 -1.71
H -1.68 -0.79 1.73 -0.10
H -3.37 -0.27 1.61 0.46
H -1.53 0.24 4.05 0.35
H -3.24 0.73 3.93 0.46
H -2.81 -0.98 3.89 0.43
C -3.31 1.84 0.04 0.06
C -3.96 3.23 0.05 -1.74
H -4.06 1.09 0.32 0.65
H -2.94 1.61 -0.97 -0.53
H -4.38 3.48 1.03 0.44
H -3.26 4.03 -0.25 0.29
H -4.79 3.22 -0.67 0.44
C -1.95 2.86 2.45 -0.94
C -0.57 3.22 2.97 -0.92
H -2.57 2.46 3.27 0.53
H -2.45 3.73 2.01 0.38
H -0.40 4.30 2.88 0.31
H -0.49 2.97 4.03 0.35
H 0.24 2.72 2.42 0.01
S 3.27 -0.95 1.55 0.00
C 1.85 -1.92 1.31 -0.81
C 0.76 -1.18 0.92 -0.15
N 1.08 0.19 0.80 0.44
C 2.36 0.45 1.15 0.06
H 1.81 -2.99 1.46 0.46
H -0.27 -1.53 0.77 0.20
H 2.77 1.46 1.18 0.20
```

For the HOMO energy (alpha / beta), the calculation gives -17.79 / -19.40 eV. For the gap between HOMO and LUMO (alpha / beta), the calculation gives 5.23 / 4.93 eV. Its spin multiplicity is 6. Its LUMO energy (alpha / beta) is -12.55 / -14.47 eV. As for the total charge: +4.

---

# C28H43BrN2P2PdS

C28H43BrN2P2PdS as an isolated structure in a non-equilibrium geometry (ωB97M-V/def2-TZVPD, the OMol25 dataset).

Geometry as XYZ:
```
78
Properties=species:S:1:pos:R:3:mulliken_charge:R:1
N -5.32 3.34 -3.15 -0.54
C -5.33 3.70 -1.86 -0.46
C -4.61 3.00 -0.89 -0.43
C -3.75 1.96 -1.30 0.21
C -3.87 1.48 -2.62 -0.21
C -4.64 2.25 -3.52 -0.54
C -2.56 1.72 -0.46 0.33
Pd -1.53 0.09 0.24 -0.33
P 3.96 -0.74 0.74 0.23
C -1.29 1.46 -1.15 -0.12
C -0.13 2.35 -0.96 0.26
C 0.98 2.18 -1.81 -0.45
C 2.14 2.90 -1.56 -0.53
C 2.20 3.80 -0.47 -0.22
C 1.05 4.04 0.29 -0.75
C -0.13 3.35 0.02 -0.23
Br 3.79 4.62 -0.06 -0.06
H -2.56 2.38 0.41 0.32
H -1.36 0.98 -2.13 0.32
H -4.59 3.37 0.13 0.42
H -3.34 0.60 -2.98 0.45
H -5.92 4.59 -1.60 0.37
H -4.67 2.00 -4.59 0.36
H 0.91 1.50 -2.68 0.48
H -1.03 3.59 0.57 0.47
H 3.00 2.80 -2.21 0.51
H 1.07 4.78 1.08 0.48
P -1.46 -2.15 -0.14 1.24
C 4.51 1.02 0.88 0.12
C 5.91 1.29 0.32 -1.24
H 4.49 1.26 1.96 0.53
H 3.75 1.65 0.40 -0.25
H 6.12 2.36 0.41 0.34
H 6.68 0.76 0.88 0.39
H 6.01 1.01 -0.73 0.29
C 3.48 -0.80 -1.02 1.34
C 4.53 -1.57 -1.84 -1.43
H 3.39 0.24 -1.35 -0.06
H 2.49 -1.27 -1.10 -0.66
H 4.19 -1.65 -2.87 0.42
H 5.50 -1.06 -1.84 0.33
H 4.68 -2.58 -1.43 0.42
C 2.58 -0.91 1.90 1.24
C 3.11 -1.52 3.20 -1.50
H 1.80 -1.52 1.44 -1.01
H 2.22 0.12 2.02 0.22
H 2.32 -2.02 3.77 0.39
H 3.88 -2.27 2.99 0.51
H 3.56 -0.74 3.84 0.37
C -1.11 -2.98 1.47 -0.10
C -1.77 -4.34 1.74 -1.51
H -1.41 -2.25 2.23 0.21
H -0.02 -3.07 1.51 0.08
H -2.85 -4.25 1.92 0.31
H -1.60 -5.07 0.95 0.35
H -1.32 -4.74 2.66 0.43
C 0.02 -2.44 -1.17 0.92
C -0.18 -2.11 -2.65 -1.34
H 0.32 -3.50 -1.03 0.50
H 0.81 -1.82 -0.74 -1.33
H -0.99 -2.71 -3.09 0.45
H -0.40 -1.05 -2.83 0.16
H 0.74 -2.34 -3.20 0.45
C -2.81 -3.07 -0.93 -0.56
C -4.21 -2.81 -0.38 -1.11
H -2.55 -4.13 -0.83 0.52
H -2.77 -2.82 -2.01 0.26
H -4.95 -3.19 -1.09 0.43
H -4.38 -3.32 0.57 0.22
H -4.40 -1.74 -0.24 0.18
S -2.29 1.30 4.67 -0.07
C -0.62 0.81 4.43 -0.36
C -0.41 0.41 3.13 -0.45
N -1.55 0.51 2.34 0.54
C -2.61 1.01 3.00 -0.48
H 0.14 0.79 5.21 0.42
H 0.52 0.05 2.69 0.13
H -3.57 1.14 2.52 0.42
```

For the HOMO energy (alpha / beta), the calculation gives -12.79 / -12.92 eV. For the gap between HOMO and LUMO (alpha / beta), the calculation gives 7.01 / 3.87 eV. Its spin multiplicity is 3. Its LUMO energy (alpha / beta) is -5.78 / -9.06 eV. As for the total charge: +2.

---

# C28H43N8OsPSSe

C28H43N8OsPSSe as an isolated structure (ωB97M-V/def2-TZVPD, the OMol25 dataset).

Geometry as XYZ:
```
83
Properties=species:S:1:pos:R:3:mulliken_charge:R:1
Os 0.57 1.62 0.07 0.43
N -0.20 0.07 -0.10 -0.58
P -0.34 -1.56 -0.31 -0.63
N -1.91 -1.89 -0.03 0.62
C -2.87 -0.99 0.64 -0.44
C -3.59 -1.74 1.75 -0.76
C -4.41 -2.91 1.18 -0.59
C -3.85 -3.39 -0.16 -1.05
C -2.33 -3.31 -0.16 -0.60
N 0.02 -2.03 -1.82 0.44
C -0.98 -1.90 -2.91 -0.65
C -0.53 -0.86 -3.92 -0.66
C 0.75 -1.33 -4.63 -0.66
C 1.57 -2.26 -3.72 -1.15
C 1.43 -1.87 -2.26 0.04
N 0.77 -2.27 0.65 1.26
C 1.12 -1.76 1.99 0.70
C 2.58 -2.11 2.35 -0.85
C 3.35 -2.57 1.12 -0.35
C 2.70 -3.82 0.54 -1.37
C 1.17 -3.68 0.47 -0.68
H -3.58 -0.61 -0.09 0.29
H -2.33 -0.13 1.03 0.32
H -4.23 -1.04 2.29 0.43
H -2.85 -2.10 2.46 0.22
H -5.46 -2.61 1.05 0.33
H -4.41 -3.73 1.90 0.33
H -4.23 -2.78 -0.98 0.31
H -4.15 -4.42 -0.36 0.43
H -1.93 -3.72 -1.09 0.54
H -1.92 -3.90 0.67 0.27
H -1.94 -1.63 -2.46 0.48
H -1.10 -2.88 -3.38 0.36
H -0.35 0.08 -3.39 0.12
H -1.33 -0.68 -4.64 0.44
H 1.35 -0.47 -4.92 0.35
H 0.49 -1.86 -5.55 0.34
H 2.62 -2.24 -4.00 0.42
H 1.24 -3.30 -3.84 0.36
H 1.74 -0.82 -2.13 0.18
H 2.08 -2.48 -1.64 -0.12
H 0.43 -2.19 2.73 0.33
H 0.98 -0.68 1.99 -1.09
H 2.60 -2.90 3.10 0.47
H 3.06 -1.24 2.80 0.25
H 4.39 -2.77 1.38 0.44
H 3.36 -1.77 0.37 0.05
H 2.95 -4.69 1.16 0.42
H 3.11 -4.04 -0.45 0.37
H 0.70 -4.26 1.27 0.60
H 0.77 -4.04 -0.47 0.38
N -0.57 2.92 -0.94 -0.52
C -1.21 3.69 -1.52 0.70
C -2.00 4.61 -2.25 0.56
C -2.83 5.50 -1.55 -0.39
C -3.59 6.41 -2.26 -0.66
C -3.53 6.42 -3.65 -0.32
C -2.70 5.53 -4.34 -0.67
C -1.93 4.62 -3.64 -0.37
H -2.86 5.48 -0.47 0.46
H -4.23 7.10 -1.74 0.42
H -4.12 7.13 -4.21 0.41
H -2.67 5.55 -5.42 0.42
H -1.28 3.93 -4.16 0.48
S 5.02 0.76 1.23 -0.25
C 3.52 1.03 0.83 0.56
N 2.38 1.22 0.55 -0.44
C 0.26 1.06 4.38 -0.81
N 1.53 1.71 4.07 0.40
C 2.70 1.53 4.77 -0.36
C 3.62 2.36 4.22 -0.62
N 3.00 3.02 3.19 0.33
C 3.64 4.06 2.38 -0.93
C 1.73 2.61 3.10 -0.32
Se 0.39 3.23 1.91 -0.10
H 0.46 0.22 5.05 0.31
H -0.20 0.69 3.47 0.22
H -0.41 1.76 4.87 0.35
H 2.78 0.85 5.60 0.51
H 4.65 2.53 4.46 0.49
H 3.74 4.97 2.97 0.33
H 3.02 4.25 1.50 0.33
H 4.61 3.70 2.06 0.38
```

For the HOMO energy, the calculation gives -13.16 eV. For the gap between HOMO and LUMO, the calculation gives 6.60 eV. Its LUMO energy is -6.56 eV. As for the total charge: +2.